(1)
Density functional theory data (wB97M-V/def2-TZVPD) for a cluster of 2 separate species, C6H15P in total at a distorted geometry.

```
22
Properties=species:S:1:pos:R:3
C -0.291 -1.531 1.597
C -0.018 -2.979 -0.474
C -0.590 2.204 0.702
C -0.013 0.701 -1.328
C -0.676 -1.828 0.218
C 0.531 1.513 -0.157
P 1.902 2.715 -0.674
H 0.900 -1.661 1.627
H -0.508 -0.596 1.946
H -0.861 -2.203 2.239
H 0.184 -3.702 0.310
H 0.948 -2.915 -0.916
H -0.730 -3.319 -1.330
H -1.599 2.088 0.418
H -0.477 3.332 0.699
H -0.515 1.871 1.806
H -0.993 0.637 -1.623
H 0.611 0.357 -2.111
H -1.695 -1.664 -0.308
H 1.033 0.828 0.579
H 1.000 3.662 -1.134
H 1.857 2.491 -2.084
```

frontier orbital gap (spin up / spin down) = 0.2876 / 0.3567 hartree
spin multiplicity = 3
<S²> = 2.008
LUMO (spin up / spin down) = 1.04 / -0.07 eV
total charge = 0

=====

(2)
Density functional theory data (wB97M-V/def2-TZVPD) for the molecule C5H8O at a distorted geometry.

```
14
Properties=species:S:1:pos:R:3
C -1.248 -0.984 -0.434
C -0.674 0.440 -0.433
C -0.120 1.312 0.640
C 0.831 0.506 -0.242
C 1.572 -0.560 0.473
O 2.748 -0.789 0.317
H -0.826 -1.713 0.268
H -2.334 -1.052 -0.339
H -0.998 -1.370 -1.428
H -1.056 0.940 -1.323
H -0.264 1.040 1.684
H 0.043 2.383 0.498
H 1.417 1.028 -0.993
H 0.991 -1.106 1.250
```

frontier orbital gap = 0.3946 hartree
spin multiplicity = 1
LUMO = 1.02 eV
SMILES = C[C@H]1C[C@H]1C=O
total charge = 0

=====

(3)
Density functional theory data (wB97M-V/def2-TZVPD) for a structure of composition C19H44EuNO2P2S at a distorted geometry.

```
70
Properties=species:S:1:pos:R:3
Eu -0.159 -0.784 -0.888
P -0.632 2.022 -1.672
P -0.725 -1.935 1.761
N -2.444 -0.229 -0.349
C -2.486 1.859 -1.789
H -2.847 2.894 -1.700
H -2.734 1.524 -2.805
C -3.147 1.011 -0.756
H -3.328 1.636 0.169
H -4.156 0.722 -1.123
C -3.184 -0.797 0.808
H -4.202 -1.083 0.467
H -3.341 0.021 1.570
C -2.585 -1.976 1.512
H -2.841 -2.922 1.013
H -2.981 -2.043 2.540
C -0.436 -1.760 3.557
C 0.998 -1.292 3.850
H 1.091 -1.080 4.925
H 1.260 -0.382 3.308
H 1.737 -2.065 3.601
C -0.244 -3.692 1.227
C 1.265 -3.930 1.377
H 1.502 -4.926 0.964
H 1.580 -3.928 2.431
H 1.871 -3.195 0.830
C -0.103 1.759 -3.467
C 1.410 1.922 -3.646
H 1.677 1.639 -4.678
H 1.994 1.283 -2.974
H 1.734 2.963 -3.502
C -0.285 3.757 -1.204
C 1.154 3.927 -0.672
H 1.266 4.952 -0.278
H 1.900 3.795 -1.474
H 1.386 3.230 0.135
C -0.240 0.962 1.117
O -0.277 1.726 1.988
C -1.073 -4.824 1.862
H -0.782 -5.000 2.913
H -2.157 -4.643 1.799
H -0.851 -5.746 1.295
C -0.889 2.567 -4.509
H -0.636 2.165 -5.505
H -1.975 2.482 -4.388
H -0.604 3.633 -4.504
C -0.609 4.822 -2.244
H -0.560 5.809 -1.761
H 0.135 4.845 -3.057
H -1.604 4.726 -2.668
C -0.804 -2.952 4.435
H -0.074 -3.768 4.352
H -0.795 -2.629 5.484
H -1.808 -3.339 4.240
H -1.112 -0.926 3.807
H -0.968 3.895 -0.347
H -0.477 -3.684 0.136
H -0.345 0.685 -3.636
H -2.628 -0.845 -1.062
H -1.300 -1.706 -2.038
C 4.361 0.951 -0.935
S 3.776 -0.705 -0.773
C 4.291 -1.120 0.865
O 2.261 -0.457 -0.551
H 4.951 0.973 -1.854
H 5.012 1.182 -0.098
H 3.550 1.677 -1.003
H 4.970 -0.359 1.226
H 3.452 -1.243 1.559
H 4.845 -2.051 0.783
```

frontier orbital gap (spin up / spin down) = 0.2611 / 0.2952 hartree
spin multiplicity = 8
<S²> = 15.762
LUMO (spin up / spin down) = -1.88 / -1.91 eV
total charge = +1

=====

(4)
Density functional theory data (wB97M-V/def2-TZVPD) for a cluster of 4 separate species, C31H75B2FN4O7PSSi in total.

```
123
Properties=species:S:1:pos:R:3
C 5.808 4.103 -2.258
C 5.965 3.943 -0.740
O 5.256 2.818 -0.243
B 3.883 2.880 -0.083
O 3.319 4.127 -0.350
B 2.871 1.563 0.418
F 2.357 1.889 1.721
O 1.681 1.329 -0.463
C 1.855 0.090 -1.110
C 0.532 -0.455 -1.654
C -0.700 -0.328 -0.744
O -1.840 0.138 -1.471
Si -2.015 1.722 -1.912
C -1.250 2.924 -0.701
C -3.846 2.068 -2.026
C -1.270 2.007 -3.616
C 2.824 0.383 -2.308
C 2.739 -0.526 -3.490
O 2.153 -0.256 -4.517
N 3.420 -1.761 -3.286
C 2.798 -2.901 -3.970
C 4.864 -1.591 -3.531
C 2.579 -0.706 0.007
S 1.534 -1.142 1.474
P 3.414 -2.275 -0.409
O 2.602 -3.334 -1.080
O 3.529 0.202 0.462
H 5.584 5.139 -2.529
H 4.987 3.480 -2.618
H 6.715 3.802 -2.793
H 7.018 3.784 -0.485
H 5.644 4.856 -0.229
H 2.367 4.053 -0.230
H 0.318 0.066 -2.594
H 0.693 -1.509 -1.924
H -0.975 -1.304 -0.334
H -0.480 0.329 0.101
H -0.241 3.186 -1.035
H -1.853 3.840 -0.678
H -1.159 2.543 0.318
H -4.352 1.970 -1.062
H -4.345 1.463 -2.787
H -3.942 3.120 -2.331
H -1.203 1.050 -4.145
H -1.857 2.708 -4.216
H -0.246 2.381 -3.513
H 3.858 0.394 -1.947
H 2.560 1.395 -2.628
H 3.423 -3.281 -4.787
H 1.842 -2.601 -4.399
H 2.626 -3.698 -3.240
H 5.084 -0.648 -4.041
H 5.218 -2.406 -4.164
H 5.440 -1.607 -2.598
H 0.855 -2.163 0.931
H 4.621 -1.910 -1.029
H 3.853 -2.675 0.862
C -6.038 3.099 -5.636
C -6.729 1.783 -5.313
N -7.666 1.887 -4.210
C -8.090 0.603 -3.684
C -8.908 -0.319 -4.597
C -8.697 2.897 -4.355
C -9.618 2.815 -5.581
H -5.567 3.514 -4.744
H -5.262 2.931 -6.383
H -6.726 3.842 -6.042
H -5.964 1.059 -5.021
H -7.189 1.390 -6.235
H -8.655 0.790 -2.766
H -7.186 0.071 -3.375
H -9.930 0.034 -4.731
H -8.963 -1.316 -4.155
H -8.450 -0.423 -5.582
H -8.210 3.875 -4.360
H -9.301 2.878 -3.445
H -9.052 2.643 -6.498
H -10.155 3.758 -5.700
H -10.361 2.024 -5.491
C 0.377 -5.162 0.631
C 0.845 -5.444 2.048
N -0.126 -5.057 3.059
C 0.416 -5.018 4.403
C 0.891 -6.335 5.033
C -1.448 -5.636 2.914
C -1.565 -7.167 2.893
H 0.081 -4.118 0.528
H 1.189 -5.337 -0.073
H -0.466 -5.789 0.334
H 1.748 -4.858 2.236
H 1.143 -6.504 2.124
H -0.337 -4.563 5.053
H 1.259 -4.321 4.385
H 0.059 -6.977 5.321
H 1.466 -6.121 5.936
H 1.537 -6.895 4.356
H -1.882 -5.249 1.989
H -2.070 -5.234 3.718
H -0.822 -7.616 2.233
H -2.551 -7.454 2.521
H -1.449 -7.607 3.883
C 3.174 2.579 8.731
C 3.794 2.763 7.354
N 3.777 1.551 6.559
C 4.615 1.623 5.370
C 4.233 2.637 4.289
C 2.468 0.945 6.365
C 1.367 1.795 5.717
H 3.635 1.738 9.251
H 3.324 3.480 9.328
H 2.099 2.399 8.675
H 4.844 3.047 7.475
H 3.303 3.615 6.856
H 4.639 0.625 4.926
H 5.638 1.827 5.708
H 3.351 2.330 3.733
H 5.041 2.718 3.559
H 4.061 3.633 4.703
H 2.110 0.599 7.339
H 2.618 0.041 5.771
H 1.313 2.792 6.161
H 0.398 1.315 5.870
H 1.508 1.909 4.644
```

frontier orbital gap = 0.2969 hartree
spin multiplicity = 1
LUMO = 2.33 eV
total charge = -1

=====

(5)
Density functional theory data (wB97M-V/def2-TZVPD) for the molecule CH7N3 at a distorted geometry.

```
11
Properties=species:S:1:pos:R:3
C -0.589 -0.459 -0.681
N -0.008 0.829 -0.094
N 1.348 0.856 0.341
N -1.151 -1.009 0.516
H -0.462 1.740 -0.088
H 1.946 0.631 -0.450
H 1.471 0.094 1.011
H -0.498 -1.642 0.970
H -0.897 0.135 0.985
H -1.373 -0.126 -1.372
H 0.212 -1.050 -1.138
```

frontier orbital gap = 0.3477 hartree
spin multiplicity = 1
LUMO = 1.10 eV
SMILES = NCNN
total charge = 0

=====

(6)
Density functional theory data (wB97M-V/def2-TZVPD) for the ion C5H8N3O2 with charge -1 at a distorted geometry.

```
18
Properties=species:S:1:pos:R:3
C 0.706 -1.315 -0.192
C -0.690 -1.480 -0.170
C -0.293 0.677 -0.129
C 2.200 0.806 -0.375
C -2.938 0.016 0.150
N 0.910 0.045 -0.155
N -1.290 -0.226 -0.029
N -0.464 1.977 0.152
O -3.500 0.424 -0.911
O 0.484 2.904 0.265
H 1.554 -1.943 -0.506
H -1.221 -2.419 -0.296
H 2.299 0.705 -1.466
H 1.774 1.728 -0.080
H 3.073 0.422 0.100
H -1.369 2.373 0.024
H -3.198 -1.080 0.553
H -2.804 0.715 0.929
```

frontier orbital gap = 0.2265 hartree
spin multiplicity = 1
LUMO = 3.70 eV
SMILES = Cn1ccn(C[O-])/c1=[NH+]/[O-]
total charge = -1

=====

(7)
Density functional theory data (wB97M-V/def2-TZVPD) for a cluster of 2 separate species, C4H2ClO3S2 in total at a distorted geometry.

```
12
Properties=species:S:1:pos:R:3
C 0.584 -0.297 -0.138
C -0.771 -0.621 -0.077
C 1.254 -1.531 -0.100
C 0.321 -2.509 0.043
O 4.482 -0.101 1.655
O 5.121 -0.782 -0.607
O -0.950 -1.980 -0.110
S 0.497 -4.187 -0.108
S 4.065 -0.297 0.230
Cl 3.646 1.782 -0.700
H 0.850 0.739 -0.222
H -1.686 0.026 -0.359
```

frontier orbital gap (spin up / spin down) = 0.1838 / 0.1724 hartree
spin multiplicity = 1
LUMO (spin up / spin down) = 0.35 / 0.15 eV
total charge = -1

=====

(8)
Density functional theory data (wB97M-V/def2-TZVPD) for the molecule C4H4O2S2 at a distorted geometry.

```
12
Properties=species:S:1:pos:R:3
C 1.588 -0.353 -0.125
C 0.512 0.131 0.742
C -0.720 0.800 0.125
C -2.151 0.218 0.151
H 0.563 -1.504 -1.287
H 2.317 0.622 -0.079
H 2.231 -1.007 0.300
H -3.028 1.025 0.155
O 1.312 -0.914 -1.490
O 0.599 0.047 1.973
S -0.929 2.361 -0.421
S -2.294 -1.427 -0.044
```

frontier orbital gap = 0.2672 hartree
spin multiplicity = 1
LUMO = -2.18 eV
SMILES = O=C(CO)C(=S)C=S
total charge = 0

=====

Calculated total energy for the records above, in order: -15748.155 -7360.737 -74735.781 -85737.183 -5617.643 -13876.986 -44512.963 -29974.647 eV